[1]
The following is a quantum chemistry calculation of a single C4H5NO2 molecule, from the OMol25 dataset.

Its relative energy (zero: lowest compared OMol25 entry of this formula, charge and spin) is 121.69 kJ/mol. As for the spin multiplicity: 1. Its charge is 0. The value obtained for the HOMO energy is -10.16 eV. As for the max |F|: 0.63 eV/Å. The calculation puts the total energy at -360.623070 a.u.

Cartesian coordinates (Å):
O (0.25153, 1.25247, -2.47095)
C (0.26540, 1.24382, -1.26480)
C (-0.43213, 0.17815, -0.44704)
C (0.54260, -0.95603, -0.03637)
N (0.15280, -1.27267, 1.33538)
C (-0.56457, -0.30507, 1.71587)
O (-0.85381, 0.69029, 0.83391)
H (0.86574, 1.97122, -0.67823)
H (-1.31703, -0.18573, -0.98629)
H (0.49088, -1.83342, -0.68571)
H (1.58284, -0.59594, -0.02822)
H (-0.98423, -0.18709, 2.71243)

Atoms 1-2, force components in eV/Å:
O -0.054 0.019 0.623
C 0.084 -0.145 -0.326


[2]
The following is a quantum chemistry calculation of a single C5H10O molecule in a non-equilibrium geometry, from the OMol25 dataset.

Its relative energy (zero: lowest compared OMol25 entry of this formula, charge and spin) is 221.47 kJ/mol. As for the spin multiplicity: 1. Its charge is 0. The value obtained for the HOMO energy is -9.47 eV. As for the max |F|: 5.17 eV/Å. The calculation puts the total energy at -271.668264 a.u.

Cartesian coordinates (Å):
C (0.47630, -1.18345, 0.92638)
C (-0.01991, -0.09897, -0.00997)
C (-0.32816, 1.14801, 0.56287)
O (-1.16387, 1.15391, 1.70849)
C (0.80565, -0.14169, -1.23109)
C (-0.58541, -0.48461, -1.40847)
H (0.57820, -2.09262, 0.38263)
H (1.55736, -0.97295, 1.22137)
H (-0.07434, -1.38231, 1.85618)
H (-0.79126, 1.76986, -0.23827)
H (0.56811, 1.77723, 0.85151)
H (-1.51552, 2.18277, 1.77124)
H (1.28444, 0.70920, -1.77500)
H (1.47783, -1.00821, -1.25923)
H (-0.89363, -1.56740, -1.63006)
H (-1.37578, 0.19122, -1.72859)

Atoms 1-2, force components in eV/Å:
C 1.307 0.279 1.148
C 0.990 -3.617 -0.540


[3]
The following is a quantum chemistry calculation of a single C19H28BClF12NO9PS molecule in a non-equilibrium geometry, from the OMol25 dataset.

As for the spin multiplicity: 1. Its charge is 0. The value obtained for the HOMO energy is -8.95 eV. As for the max |F|: 1.06 eV/Å. The calculation puts the total energy at -3895.695525 a.u.

Cartesian coordinates (Å):
C (4.76047, 0.37820, 0.91941)
C (3.32657, 0.32171, 1.43076)
C (2.34236, 1.15408, 0.58888)
F (2.87288, 1.32464, -0.68726)
C (0.91698, 0.55252, 0.47932)
C (0.46833, 0.21710, 1.91527)
C (-0.99743, 0.44072, 2.29213)
O (-1.13141, 1.77703, 2.77873)
C (-2.21500, 1.99730, 3.62756)
C (-3.43934, 2.54736, 2.88501)
F (-3.05665, 3.36464, 1.87004)
F (-4.16012, 3.31147, 3.77453)
C (-4.42122, 1.49574, 2.30338)
F (-3.95630, 1.11723, 1.08812)
F (-4.43080, 0.40573, 3.11047)
C (-5.89191, 1.96120, 2.13225)
F (-6.50666, 1.00989, 1.38587)
F (-6.49064, 1.99063, 3.33991)
C (-6.07456, 3.31875, 1.41144)
F (-7.33296, 3.76250, 1.67396)
F (-5.95123, 3.11899, 0.07893)
C (-0.03236, 1.59940, -0.10491)
O (0.40088, 2.02631, -1.40094)
C (0.50343, 3.36364, -1.58262)
C (0.04236, 3.79484, -2.94070)
O (0.93669, 4.11037, -0.73037)
O (0.94986, -0.51096, -0.50369)
C (0.94774, -1.84607, -0.19331)
C (1.70642, -2.55465, -1.33210)
Cl (1.72692, -4.34775, -0.95347)
C (3.15302, -2.05895, -1.35125)
B (4.14690, -2.90538, -0.45273)
O (4.05960, -2.95261, 0.94004)
O (5.17988, -3.54676, -1.07722)
O (1.04121, -2.27359, -2.51159)
C (1.29142, -3.09603, -3.62526)
P (0.84128, -2.11220, -5.14205)
N (0.04139, -0.79478, -4.89427)
S (-0.85602, -2.32445, 0.12021)
O (-1.66448, -1.27837, -0.44527)
O (-0.95514, -2.62899, 1.52982)
C (-1.51298, -3.88194, -0.69806)
F (-2.82053, -3.78990, -0.54577)
F (-1.23870, -3.96492, -1.98657)
F (-1.09563, -4.96570, -0.07490)
H (5.07237, 1.41799, 0.80989)
H (5.42905, -0.11452, 1.62548)
H (4.87940, -0.08967, -0.05703)
H (3.33596, 0.76524, 2.43029)
H (2.98775, -0.70539, 1.56481)
H (2.21340, 2.14722, 1.02905)
H (0.74073, -0.78583, 2.23440)
H (1.02317, 0.89136, 2.57210)
H (-1.26044, -0.26532, 3.08627)
H (-1.67933, 0.24536, 1.46812)
H (-2.49438, 1.11408, 4.20372)
H (-1.94304, 2.78327, 4.33639)
H (-5.37119, 4.08345, 1.73765)
H (-1.02257, 1.16896, -0.24924)
H (-0.10055, 2.45033, 0.57131)
H (-1.04269, 3.87766, -2.95285)
H (0.51373, 4.74786, -3.17186)
H (0.35032, 3.06021, -3.68481)
H (1.47213, -2.11097, 0.72893)
H (3.52288, -2.11996, -2.37691)
H (3.15147, -1.00359, -1.07761)
H (3.40007, -3.56030, 1.28598)
H (5.48171, -4.29746, -0.55186)
H (2.35429, -3.34437, -3.72016)
H (0.70269, -4.01264, -3.59942)
H (0.16358, -3.07088, -5.91545)
H (2.08216, -1.92495, -5.77971)
H (0.55620, 0.01842, -5.20558)

Atoms 1-2, force components in eV/Å:
C -0.003 0.069 -0.049
C -0.020 0.359 0.242


[4]
The following is a quantum chemistry calculation of a single C8H7F molecule in a non-equilibrium geometry, from the OMol25 dataset.

Its relative energy (zero: lowest compared OMol25 entry of this formula, charge and spin) is 209.30 kJ/mol. As for the spin multiplicity: 1. Its charge is 0. The value obtained for the HOMO energy is -8.55 eV. As for the max |F|: 6.53 eV/Å. The calculation puts the total energy at -408.701901 a.u.

Cartesian coordinates (Å):
C (-1.44562, 1.59923, 0.47297)
C (-0.30498, 1.01682, -0.05597)
C (-0.65469, -0.17507, -0.96076)
C (-0.28961, -1.40574, -0.57892)
C (0.71632, -1.59820, 0.48247)
C (1.33553, -0.49867, 0.95032)
C (1.25346, 0.71667, 0.05729)
C (2.49224, 0.89443, -0.56623)
F (3.47620, 0.22500, -0.03880)
H (-2.47077, 1.50140, 0.30593)
H (-1.39867, 2.34842, 1.16426)
H (-1.37862, -0.21845, -1.85449)
H (-0.58369, -2.22190, -1.02397)
H (0.80221, -2.68726, 0.84676)
H (2.07018, -0.44613, 1.62670)
H (2.54935, 1.51232, -1.43126)

Atoms 1-2, force components in eV/Å:
C 4.676 -0.571 -0.905
C -1.391 -1.411 -2.362


[5]
The following is a quantum chemistry calculation of a single C18H29NOSi molecule in a non-equilibrium geometry, from the OMol25 dataset.

Its relative energy (zero: lowest compared OMol25 entry of this formula, charge and spin) is 0.00 kJ/mol. As for the spin multiplicity: 1. Its charge is 0. The value obtained for the HOMO energy is -9.13 eV. As for the max |F|: 2.12 eV/Å. The calculation puts the total energy at -1122.813973 a.u.

Cartesian coordinates (Å):
C (-1.38315, -2.64367, 2.73029)
C (-1.04710, -2.66024, 1.22330)
C (-2.15171, -2.06623, 0.27645)
C (-2.48657, -0.58082, 0.42316)
C (-1.31894, 0.35742, 0.24234)
Si (-1.98610, 2.06520, 0.60753)
C (-2.83973, 2.37532, 2.22516)
C (-3.32287, 2.55450, -0.61351)
C (-0.55133, 3.28731, 0.62238)
C (-0.65974, 0.41239, -1.16704)
C (0.82717, 0.26408, -0.89227)
C (1.39500, -0.94313, -1.61058)
C (2.84227, -0.87559, -1.76053)
C (3.64706, -1.49888, -0.78748)
C (5.02103, -1.38488, -0.85206)
C (5.60401, -0.69279, -1.88890)
C (4.84491, -0.05132, -2.86904)
C (3.45606, -0.15407, -2.80775)
N (0.96088, 0.16134, 0.57589)
C (-0.23629, 0.15661, 1.26769)
O (-0.40727, 0.03627, 2.46955)
H (-2.14201, -3.35411, 2.95535)
H (-0.53001, -2.81949, 3.37285)
H (-1.75096, -1.70504, 3.00146)
H (-0.05904, -2.20194, 1.02616)
H (-0.90306, -3.74342, 0.97209)
H (-1.85888, -2.23095, -0.77364)
H (-3.03483, -2.65937, 0.40037)
H (-3.29990, -0.25255, -0.26352)
H (-2.92031, -0.44666, 1.42518)
H (-3.31245, 1.51147, 2.70119)
H (-2.07982, 2.72306, 2.93250)
H (-3.60492, 3.14261, 2.12182)
H (-3.17023, 3.59797, -0.86585)
H (-4.29399, 2.49698, -0.13175)
H (-3.30463, 1.97032, -1.52022)
H (-0.87741, 4.21517, 1.09929)
H (0.25039, 2.84254, 1.23678)
H (-0.21271, 3.53924, -0.37904)
H (-0.91384, 1.34626, -1.69702)
H (-1.07679, -0.41314, -1.76895)
H (1.34453, 1.16303, -1.23008)
H (0.93913, -0.96564, -2.61983)
H (1.03360, -1.84412, -1.05695)
H (3.18662, -2.04924, 0.01136)
H (5.64937, -1.89678, -0.12708)
H (6.68510, -0.68984, -2.00957)
H (5.34876, 0.44392, -3.68198)
H (2.81785, 0.24188, -3.57067)
H (1.88285, -0.08097, 1.02519)

Atoms 1-2, force components in eV/Å:
C 0.572 -0.234 -1.103
C 0.115 -0.775 -0.181


[6]
The following is a quantum chemistry calculation of 2 unconnected molecules or ions with the total composition C4HNO2 in a non-equilibrium geometry, from the OMol25 dataset.

Its relative energy (zero: lowest compared OMol25 entry of this formula, charge and spin) is 72.01 kJ/mol. As for the spin multiplicity: 1. Its charge is 0. The value obtained for the HOMO energy is -9.91 eV. As for the max |F|: 3.95 eV/Å. The calculation puts the total energy at -358.156979 a.u.

Cartesian coordinates (Å):
C (0.43833, 0.98563, -0.78097)
C (1.17917, 1.86575, -1.09950)
C (-0.51860, -0.67144, 2.18726)
C (-0.84739, -1.05000, -0.55373)
N (-0.28217, -0.02364, -0.46036)
O (-0.23009, -1.72741, 2.46355)
O (-1.64602, -1.87234, -0.44460)
H (1.90677, 2.49346, -1.31166)

Atoms 1-2, force components in eV/Å:
C 1.226 0.822 -0.630
C -2.412 -2.275 0.897


[7]
The following is a quantum chemistry calculation of a molecular structure, C3H4O in a non-equilibrium geometry, from the OMol25 dataset.

Its relative energy (zero: lowest compared OMol25 entry of this formula, charge and spin) is 319.79 kJ/mol. As for the spin multiplicity: 1. Its charge is 0. The value obtained for the HOMO energy is -9.70 eV. As for the max |F|: 3.93 eV/Å. The calculation puts the total energy at -191.788187 a.u.

Cartesian coordinates (Å):
C (0.07019, -0.01285, 0.00699)
C (0.98694, 0.57064, -0.70815)
C (-1.27012, -0.44344, 0.51522)
O (-1.64466, 0.07904, -0.69550)
H (0.75895, 1.11113, -1.66962)
H (2.00148, 0.57428, -0.32837)
H (-1.16678, -1.65022, 0.50477)
H (-1.90543, -0.05494, 1.35020)

Atoms 1-2, force components in eV/Å:
C -3.530 1.499 -0.844
C -0.125 0.434 -0.583